(1)
Computed, not measured: C16H39I2NO9P3 as an isolated structure, with ωB97M-V/def2-TZVPD.

```
70
Properties=species:S:1:pos:R:3:forces:R:3:lowdin_charge:R:1
C 4.830910 3.327312 -2.326821 -0.6 0.5 -0.8 -0.2471
C 4.291920 2.552263 -3.624605 1.5 0.0 2.2 -0.8120
I 5.209693 3.485151 -5.376795 -0.8 0.0 0.4 0.6916
C 4.755209 1.028146 -3.488099 -1.5 -0.8 -2.1 -0.9499
I 6.984776 1.027231 -3.532167 0.2 -0.3 0.5 0.5667
N 4.360706 0.142992 -4.573828 -2.1 1.5 1.7 -0.4165
P 2.665354 0.175260 -4.898677 2.1 -1.4 -1.1 0.6942
C 1.653464 0.509707 -3.325966 -0.5 1.5 0.1 -0.3383
O 2.383382 1.558566 -5.936666 -0.6 -0.1 1.5 -0.4569
H 4.191261 4.238464 -2.178338 0.5 -0.7 0.0 0.0597
H 5.876057 3.689149 -2.502244 -0.9 -0.6 0.4 0.0108
H 4.761815 2.665347 -1.414818 0.1 0.7 -1.0 0.0706
H 3.185383 2.697432 -3.660021 1.0 -0.4 -0.3 0.0396
H 4.517510 0.593377 -2.466255 0.4 0.9 -0.8 0.0591
H 2.195111 1.127384 -2.547223 -0.7 -0.9 -0.5 0.0151
H 1.225156 -0.440814 -2.912143 0.7 0.8 -0.4 0.0152
H 0.756704 1.125027 -3.658487 0.9 -0.7 0.4 0.0261
H 1.975014 2.276957 -5.426654 0.2 0.0 -0.3 -0.0149
O -2.215899 -0.439452 -3.265497 -2.4 -1.7 -3.3 -0.2193
P -3.694345 -0.459885 -2.885162 1.6 3.4 7.6 0.7235
O -3.870890 1.167772 -2.609057 -0.3 -0.5 -0.8 -0.2333
C -3.965484 2.026005 -3.741882 -0.1 0.3 -0.2 -0.2929
C -5.302060 1.881013 -4.449330 0.0 -0.1 -0.1 -0.0877
O -3.433846 -0.999595 -1.343319 -0.8 -0.6 -0.7 -0.2611
C -2.250842 -1.718230 -0.993826 0.4 -0.1 0.3 -0.2808
C -1.213068 -0.783758 -0.415372 0.0 0.4 0.1 -0.0748
O -5.368958 -0.687324 -2.662941 1.5 -0.7 -3.1 -0.2564
C -6.012772 -0.829896 -1.399372 -0.4 -0.5 0.7 -0.2888
C -5.959889 0.407939 -0.527820 0.4 0.3 0.0 -0.0786
H -3.138393 1.828372 -4.430150 0.0 0.0 0.0 0.1115
H -3.855322 3.049592 -3.377873 0.1 -0.1 0.1 0.1180
H -5.400140 0.889029 -4.900524 0.0 0.1 0.0 0.0683
H -5.401925 2.626398 -5.241872 0.0 0.0 0.0 0.0764
H -6.128085 1.998165 -3.745851 0.1 0.0 0.0 0.0731
H -1.852140 -2.271281 -1.845156 -0.1 0.2 0.0 0.1072
H -2.539577 -2.460582 -0.243871 -0.2 0.1 0.0 0.1169
H -0.994852 0.041645 -1.095315 0.0 -0.2 -0.1 0.0697
H -0.286249 -1.316869 -0.198108 0.0 0.0 0.0 0.0738
H -1.580306 -0.333086 0.511251 0.0 -0.2 0.0 0.0668
H -5.641642 -1.711241 -0.875495 0.2 0.1 0.0 0.1107
H -7.062890 -1.039911 -1.627716 0.1 0.0 -0.3 0.1166
H -4.945478 0.635416 -0.200266 0.0 -0.1 -0.1 0.0687
H -6.571994 0.263506 0.366231 -0.1 -0.1 -0.1 0.0787
H -6.329389 1.281848 -1.067887 -0.1 -0.1 0.0 0.0739
O -0.166384 -1.725823 2.939128 2.7 -0.8 -3.4 -0.2277
P 1.280508 -1.455994 3.352949 -2.2 2.5 8.1 0.7393
O 1.346895 -2.539413 4.609405 0.3 -0.3 -0.9 -0.2349
C 1.502674 -3.918322 4.287823 0.1 -0.3 0.1 -0.2966
C 2.904834 -4.226695 3.791589 0.0 0.0 -0.1 -0.0839
O 0.914032 -0.070650 4.186975 0.6 0.1 -0.9 -0.2667
C -0.258721 0.690941 3.919460 -0.4 0.1 0.2 -0.2835
C -1.356296 0.329549 4.901954 0.0 -0.1 0.2 -0.0742
O 2.927642 -1.099851 3.588269 -1.1 -1.5 -3.1 -0.2480
C 3.436806 -0.182786 4.554262 0.4 0.9 0.3 -0.2805
C 3.216971 -0.604086 5.992688 -0.4 -0.2 0.1 -0.0780
H 0.754470 -4.215887 3.546860 0.0 0.0 0.0 0.1076
H 1.306842 -4.484049 5.201331 -0.1 0.2 0.0 0.1164
H 3.095214 -3.740942 2.829997 0.0 -0.1 0.0 0.0724
H 3.040151 -5.302929 3.661315 0.0 0.1 0.0 0.0773
H 3.654404 -3.857264 4.493067 -0.1 0.0 0.0 0.0755
H -0.584527 0.571179 2.885561 0.0 -0.1 0.1 0.0978
H 0.005674 1.744835 4.045277 0.2 -0.1 0.0 0.1177
H -1.564099 -0.741532 4.899653 0.0 0.0 -0.2 0.0724
H -2.277386 0.868300 4.672190 0.0 0.0 0.0 0.0754
H -1.049265 0.584066 5.920520 0.0 0.1 -0.1 0.0747
H 3.062984 0.823460 4.364164 -0.2 -0.1 0.0 0.1127
H 4.515395 -0.137746 4.374364 -0.1 -0.3 -0.3 0.1214
H 2.161252 -0.599982 6.264537 0.0 0.0 -0.1 0.0663
H 3.735225 0.081937 6.667441 0.1 0.0 -0.2 0.0799
H 3.591719 -1.614860 6.165209 0.1 0.1 0.0 0.0742
```
Forces are in eV/Å.

Properties
E_HOMO: -3.638 eV
Calculated total energy: -81208.694 eV
Charge: -1

***

(2)
Computed, not measured: an isolated ion of composition C28H39N2O3 and charge +1, with ωB97M-V/def2-TZVPD.

```
72
Properties=species:S:1:pos:R:3:forces:R:3:lowdin_charge:R:1
C 3.997849 4.667607 -1.932951 -0.1 -0.1 -0.2 -0.1085
C 3.211587 3.781302 -2.891812 -0.1 0.0 0.2 -0.2640
C 2.883145 2.405167 -2.310584 0.3 0.1 -0.3 -0.2409
C 4.104639 1.500063 -2.167214 -0.3 0.0 0.3 -0.2104
C 3.772375 0.148784 -1.532020 0.1 0.1 -0.4 -0.2159
C 2.978464 -0.780606 -2.448653 0.1 -0.1 0.5 -0.2170
C 2.723623 -2.134086 -1.788916 -0.1 0.2 -0.4 -0.2194
C 2.030672 -3.114947 -2.734131 0.1 -0.1 0.3 -0.1961
C 1.723132 -4.462275 -2.071964 -0.3 0.3 0.1 -0.1630
C 0.388087 -4.492064 -1.340564 0.0 -0.6 -0.6 -0.1370
O 0.387130 -3.522751 -0.274636 0.4 0.1 0.2 0.0271
C -0.749990 -2.975357 0.057337 -0.3 0.4 0.5 -0.4562
O -1.843982 -3.235767 -0.372213 0.0 -0.1 -0.1 0.1347
C -0.540927 -1.864675 1.109603 0.5 -0.4 -0.6 0.0307
N -1.807745 -1.564673 1.716235 -0.6 0.4 -0.1 0.0736
C -2.855155 -1.017329 1.088372 0.0 0.1 0.0 -0.1434
C -2.819605 -0.366974 -0.262837 -0.3 0.0 -0.4 -0.0905
O -1.617341 0.286831 -0.544643 0.1 0.1 0.1 -0.0517
C -1.418472 1.551889 -0.002406 0.1 0.2 0.0 -0.2498
C -0.479751 2.346039 -0.651694 -0.1 -0.3 0.0 0.0073
C -0.196340 3.607229 -0.173150 -0.1 -0.1 0.1 -0.0223
C -0.839468 4.108943 0.956141 -0.1 -0.1 0.1 -0.2709
C -0.527970 5.484450 1.453063 0.0 0.1 0.0 -0.0417
C -1.770321 3.302996 1.592941 0.1 0.1 -0.1 -0.0286
C -2.062591 2.030300 1.125540 -0.1 -0.4 -0.1 -0.0141
N -3.952411 -1.112301 1.848762 0.8 -0.1 -0.2 0.0166
C -5.269068 -0.646650 1.495854 -0.6 0.3 -0.3 0.0335
C -3.613828 -1.761040 3.021346 0.7 -0.4 0.4 -0.1170
C -4.356992 -2.117862 4.139416 0.0 0.0 -0.1 0.0142
C -3.689878 -2.777754 5.151040 -0.1 0.0 -0.1 -0.0525
C -2.328453 -3.076101 5.060673 0.1 0.0 -0.1 -0.0515
C -1.580693 -2.723524 3.955758 0.0 0.0 -0.1 0.0192
C -2.243034 -2.058989 2.932122 -0.7 0.0 0.5 -0.1093
H 4.132958 5.657684 -2.361374 0.1 0.1 0.0 0.0714
H 3.469700 4.772645 -0.986813 0.0 0.0 0.1 0.0665
H 4.981357 4.252133 -1.731641 0.1 0.0 0.1 0.0652
H 2.274949 4.283999 -3.147302 0.0 0.0 -0.1 0.1003
H 3.777769 3.655606 -3.816623 -0.1 0.0 -0.1 0.1088
H 2.156147 1.921324 -2.966639 -0.1 -0.1 0.0 0.1005
H 2.421566 2.533074 -1.327888 -0.1 0.0 0.1 0.0941
H 4.845243 1.998973 -1.540707 0.1 0.0 -0.1 0.1060
H 4.554918 1.337847 -3.148491 0.1 0.0 -0.1 0.1191
H 4.706769 -0.349549 -1.263667 0.0 -0.1 0.1 0.1132
H 3.212140 0.315063 -0.607365 0.0 0.0 0.1 0.1110
H 3.537418 -0.930743 -3.374420 0.0 0.0 -0.1 0.1212
H 2.021762 -0.323923 -2.709432 -0.1 0.0 -0.1 0.1056
H 3.677815 -2.563190 -1.475265 0.0 0.0 0.1 0.1213
H 2.118007 -1.990178 -0.891951 0.1 0.0 0.1 0.0984
H 2.684217 -3.285656 -3.590833 0.0 0.0 -0.1 0.1166
H 1.106101 -2.673445 -3.113330 -0.1 0.0 -0.1 0.1175
H 1.676211 -5.245625 -2.829416 0.0 -0.1 0.1 0.1211
H 2.521654 -4.715622 -1.373912 0.1 -0.1 0.0 0.1196
H 0.212908 -5.476371 -0.895160 -0.1 0.2 0.0 0.1379
H -0.440556 -4.260895 -2.017027 0.1 0.0 0.1 0.1305
H -0.146263 -0.988499 0.586596 0.0 -0.1 0.2 0.1449
H 0.173339 -2.186060 1.866110 -0.1 0.1 0.0 0.1431
H -3.670979 0.319637 -0.358958 0.1 -0.1 0.1 0.1438
H -2.915189 -1.153453 -1.023507 -0.1 0.1 0.2 0.1522
H 0.008939 1.956348 -1.529400 0.1 0.0 -0.1 0.1110
H 0.528894 4.219023 -0.687617 0.1 0.1 -0.1 0.1153
H -1.069849 5.704058 2.368672 0.0 0.1 0.1 0.0777
H -0.799742 6.225300 0.702579 0.0 0.1 0.0 0.0887
H 0.538783 5.586657 1.644589 0.1 0.1 0.1 0.0860
H -2.281662 3.666553 2.471847 0.0 0.1 0.1 0.1161
H -2.788139 1.430669 1.657230 -0.1 0.0 0.1 0.1022
H -5.278170 0.438841 1.378155 0.0 -0.1 0.0 0.1086
H -5.601012 -1.110236 0.566627 0.0 0.0 0.1 0.1165
H -5.961892 -0.915198 2.288758 0.1 0.0 -0.1 0.0974
H -5.407579 -1.894025 4.224477 -0.1 0.0 0.0 0.1148
H -4.232544 -3.072406 6.034824 -0.1 0.0 0.1 0.1162
H -1.851665 -3.596183 5.875899 0.1 0.0 0.1 0.1162
H -0.531010 -2.960054 3.898561 0.1 0.0 0.0 0.1180
```
Forces are in eV/Å.

Properties
SMILES: CCCCCCCCCCOC(=O)Cn1c(COc2ccc(C)cc2)[n+](C)c2ccccc21
E_HOMO: -11.298 eV
Relative energy (zero: lowest compared OMol25 entry of this formula, charge and spin): 29.48 kJ/mol
Calculated total energy: -38787.153 eV
Charge: +1

***

(3)
Computed, not measured: C18H36CaF6O18P as an isolated structure, with ωB97M-V/def2-TZVPD.

```
80
Properties=species:S:1:pos:R:3:forces:R:3:lowdin_charge:R:1
Ca -0.670417 -0.309561 0.229935 0.5 -0.8 -0.6 1.5332
P -3.505587 1.027070 1.419937 -3.7 0.2 -0.1 0.1153
F -2.008266 0.597467 1.724107 1.6 0.4 1.1 -0.2469
F -3.007986 2.250238 0.451449 0.3 -0.5 1.0 -0.1402
F -3.437627 -0.004377 0.176461 0.9 0.1 -2.4 -0.1827
F -5.011590 1.397022 1.061830 -0.2 0.3 -0.2 -0.1162
F -4.007071 -0.279116 2.169295 -0.4 -0.7 2.0 -0.1394
F -3.607171 1.861159 2.788419 0.9 0.4 -0.7 -0.1150
C 0.898215 -0.637075 4.563259 -1.1 1.2 -0.7 -0.0103
O 1.922822 -1.343068 3.882335 1.2 -1.1 -1.3 0.0093
C 1.704750 -1.663398 2.586271 -4.2 1.0 -0.5 -0.4768
O 0.655698 -1.346538 1.928073 3.8 -0.7 2.7 -0.0545
O 2.578453 -2.460219 2.026524 -1.1 0.8 -1.0 0.0147
C 3.718254 -2.952955 2.612677 2.1 -1.4 1.8 -0.0569
H -0.004239 -1.247997 4.542345 -0.1 0.3 0.1 0.1142
H 0.769901 0.300240 4.021894 -0.6 -0.1 -0.2 0.0731
H 1.134140 -0.282234 5.566523 0.7 -1.0 0.0 0.1076
H 3.584290 -3.919968 3.097504 -0.8 -0.2 -0.1 0.1043
H 4.123646 -2.372584 3.441482 0.0 0.6 -0.5 0.1082
H 4.455914 -3.189857 1.845982 0.0 0.6 -0.1 0.1021
C -1.188872 4.463151 -0.283373 -0.2 0.1 2.1 -0.0769
O -0.701019 4.099143 -1.503415 1.1 -4.8 -4.2 -0.0597
C -0.557729 2.714562 -1.893473 0.8 -0.9 0.4 -0.2552
O -0.521113 1.701744 -1.118769 -0.6 4.9 -3.8 -0.0200
O -0.304712 2.607925 -3.337424 -1.4 0.5 4.5 -0.0368
C -0.099069 3.853950 -4.026319 0.7 0.5 -0.5 -0.0606
H -0.895145 3.732395 0.470169 -0.1 0.2 0.2 0.0737
H -2.276319 4.534743 -0.262468 0.1 0.2 -0.1 0.1087
H -0.683757 5.418140 -0.138598 -0.4 0.1 0.6 0.1127
H 0.953435 4.097275 -3.880916 0.0 0.3 0.0 0.0903
H -0.718304 4.707993 -3.751988 -0.1 -0.5 0.5 0.0954
H -0.247478 3.730945 -5.099144 -0.1 -0.7 0.2 0.0981
C -0.236400 3.357661 3.437455 -1.4 -2.3 1.9 -0.0247
O 0.759098 3.442215 2.463324 1.1 1.0 -0.8 0.0188
C 0.959757 2.475045 1.577547 -0.6 -0.2 -0.6 -0.5229
O 0.366433 1.397942 1.549614 1.6 1.9 0.3 -0.0087
O 1.860704 2.835581 0.643500 -2.6 -5.6 0.3 -0.0112
C 2.458992 4.022470 0.480733 0.5 2.3 0.9 -0.0616
H -0.123558 2.412226 3.968034 0.0 -0.5 -0.3 0.0838
H -1.261637 3.317837 3.069494 0.2 0.4 -0.5 0.1012
H -0.164909 4.000786 4.314591 0.6 1.0 -1.0 0.1099
H 3.053762 4.138979 1.386696 0.4 1.1 -0.3 0.1142
H 1.641267 4.738917 0.402428 0.6 0.8 -0.1 0.0995
H 3.056532 3.948153 -0.427850 0.0 0.3 0.2 0.1068
C 0.130089 -5.298346 1.320817 0.9 0.6 -0.2 -0.0245
O -1.212374 -5.091443 1.006691 -0.4 -0.4 1.0 0.0281
C -1.691212 -3.888820 0.855295 -2.7 -0.3 -1.4 -0.6050
O -1.118821 -2.867813 0.599301 0.9 1.1 0.4 0.0683
O -3.004907 -4.075220 0.817719 -1.4 -0.1 0.4 0.0185
C -3.982220 -3.010614 0.630741 1.6 1.0 0.2 0.0183
H 0.582898 -5.415978 0.336327 0.8 -0.9 0.5 0.1067
H 0.146619 -6.086365 2.073714 0.3 -0.4 -0.7 0.1101
H 0.625625 -4.443495 1.781018 -0.3 0.4 0.0 0.0808
H -5.012492 -3.365242 0.660612 0.5 -0.6 -0.1 0.1081
H -3.741108 -2.479822 -0.290252 -0.3 -0.2 -0.2 0.0679
H -3.837606 -2.262159 1.409851 -0.2 -0.2 0.1 0.0736
C -3.842286 -0.633696 -2.959896 -2.0 1.3 1.3 -0.0564
O -2.900204 -1.484537 -3.548031 2.5 -1.1 0.8 0.0304
C -1.774364 -1.853656 -2.875111 1.5 0.8 1.0 -0.3802
O -1.331163 -1.358675 -1.777011 -1.8 -2.0 -4.3 -0.0638
O -1.123934 -2.807076 -3.657687 -2.1 1.7 0.9 -0.0046
C 0.138982 -3.330975 -3.256578 0.4 1.0 0.9 -0.0209
H -3.635273 0.419630 -2.770842 1.3 0.0 -0.3 0.0994
H -4.201661 -0.959573 -1.983803 0.2 -0.5 -0.1 0.0789
H -4.724333 -0.542896 -3.593805 0.3 -0.7 -0.4 0.1043
H 0.644196 -3.859784 -4.064789 -0.8 -0.1 -0.1 0.1036
H 0.004940 -3.948699 -2.368572 0.2 0.0 -0.1 0.0965
H 0.771182 -2.468198 -3.046702 0.2 -0.1 0.4 0.0849
C 2.945998 1.363866 -3.404785 0.0 -0.6 -0.9 -0.0053
O 1.919944 0.533171 -2.792507 0.8 0.8 0.4 0.0105
C 2.310869 -0.137644 -1.694112 -4.0 0.3 -0.6 -0.6134
O 1.503201 -0.371999 -0.806371 0.9 0.1 -0.1 0.0206
O 3.467105 -0.633070 -1.812146 1.8 0.3 -0.4 0.0453
C 4.088886 -1.225661 -0.710806 1.2 -1.4 0.5 -0.0043
H 3.809211 0.777018 -3.718760 0.1 -0.1 0.5 0.0948
H 3.241925 2.184272 -2.750964 -0.1 -0.1 0.0 0.0982
H 2.566723 1.710070 -4.366233 -0.5 0.3 0.4 0.0988
H 4.064488 -2.300432 -0.890741 0.1 -0.1 0.1 0.1111
H 3.633412 -1.072885 0.267619 -0.1 0.6 -0.4 0.0897
H 5.121573 -0.887280 -0.795353 0.0 -0.1 0.5 0.1129
```
Forces are in eV/Å.

Properties
E_HOMO: -13.033 eV
Relative energy (zero: lowest compared OMol25 entry of this formula, charge and spin): 460.58 kJ/mol
Calculated total energy: -100139.215 eV
Charge: +1